Entry from the OMol25 dataset: a molecular structure, C71H62BaBrN5OP3 at a distorted geometry (ωB97M-V/def2-TZVPD).

The spin multiplicity is 1. The calculation puts the frontier orbital gap at 7.3 eV. For the LUMO energy, the calculation gives -1.77 eV. Its net charge is +1. For the total energy, the calculation gives -6715.3129 Ha. Its HOMO energy is -9.0687 eV.

Each line ends with the Löwdin charge.
Element x y z (Å)
C1 -2.2738 3.6849 3.7057  -0.064
C2 -4.0435 0.1382 3.1565  -0.069
C3 4.0704 -1.1171 3.9903  -0.145
C4 1.5803 1.1176 -5.2283  -0.258
N1 -2.0603 1.2812 0.8928  -0.046
H1 0.2876 0.8978 7.8078  0.110
H2 1.2474 -2.2218 -4.6779  0.086
H3 5.3770 -0.4397 5.5505  0.106
N2 -2.2791 -3.3396 -3.2359  -0.118
H4 -3.5850 0.7275 3.9366  0.101
H5 0.6474 -1.0398 4.0168  0.061
H6 5.7862 0.2400 1.0726  0.108
H7 1.7072 0.0894 5.9474  0.106
H8 -0.8536 -6.2400 5.0268  0.109
H9 2.1958 -6.3749 -4.6497  0.104
C5 -1.3651 -2.8048 -2.4026  -0.162
C6 1.7805 2.2642 -7.3308  -0.076
C7 2.5951 0.5431 2.9445  -0.285
H10 -1.8523 4.2582 -5.0713  0.108
C8 0.4874 0.4200 -5.7304  -0.037
H11 -0.9967 4.0552 -1.0008  0.100
H12 -3.3952 2.3653 -5.4097  0.105
H13 -4.7776 4.6938 1.6235  0.113
C9 -1.7261 3.3498 -4.5024  -0.062
H14 -3.7475 5.2367 3.8039  0.105
C10 1.5657 0.9163 2.0353  -0.335
H15 -1.2391 0.1096 -2.4852  0.059
H16 3.3119 -3.9177 -1.3348  0.107
C11 5.6026 -0.3783 0.2061  -0.072
H17 4.6211 1.9184 5.3602  0.112
H18 3.9244 0.1207 -3.5330  0.099
C12 -4.0977 -1.8207 1.7592  -0.094
H19 -0.0188 -0.2846 -5.0880  0.097
H20 7.2389 -2.3700 -1.9777  0.106
C13 1.0817 3.5316 -1.0017  -0.410
C14 -3.7356 -3.7441 4.4446  -0.072
H21 -0.4022 -4.0395 3.9779  0.110
C15 -2.9448 1.4019 -0.0533  -0.174
O1 -0.9493 -1.9573 2.3169  -0.741
C16 1.4904 6.0059 0.1993  -0.087
H22 2.2948 2.9754 -7.9595  0.105
H23 3.0806 2.5864 -5.6641  0.118
H24 1.1842 -4.4153 -5.7606  0.107
C17 5.1444 -1.9514 -2.0349  -0.101
Ba1 -0.1722 -0.5650 0.8035  1.585
C18 -3.9504 4.1195 2.0104  -0.017
C19 -2.5953 2.2870 -4.6897  -0.079
H25 -1.8403 3.9605 4.6555  0.109
C20 -5.2741 -1.3848 1.1819  -0.079
C21 2.2164 -5.4115 -4.1658  -0.082
H26 -0.0207 4.0855 -3.4450  0.112
C22 0.6886 1.5705 -7.8236  -0.087
H27 4.9715 -2.5533 -2.9183  0.110
C23 -3.2503 -2.0352 -1.7820  -0.165
H28 0.4972 2.5995 1.3029  0.046
C24 2.1934 1.9605 -3.0154  -0.314
C25 -1.3245 -0.8677 4.7959  -0.260
C26 -3.4859 -1.0635 2.7525  -0.278
C27 6.4192 -1.8467 -1.5086  -0.071
H29 -6.7301 0.1808 1.1125  0.110
H30 -1.7040 -3.6038 -5.2215  0.096
H31 -3.1071 0.2923 -4.1047  0.100
C28 -2.3274 2.2916 1.7912  -0.260
C29 1.2624 2.2609 1.9853  -0.216
C30 -0.1606 0.4040 6.9590  -0.053
N3 -1.9180 -2.0149 -1.5148  0.005
H32 2.8968 -0.8892 -4.5744  0.094
C31 -3.9904 -4.9798 5.0135  -0.068
P1 2.4017 -1.2549 -2.1667  1.071
C32 -2.4301 1.1231 -3.9590  -0.091
C33 -5.8184 -0.1694 1.5709  -0.063
C34 2.8014 -5.2684 -2.9173  -0.070
C35 4.0845 -1.2775 -1.4323  -0.407
H33 7.6454 -0.9709 0.0137  0.104
C36 -1.5319 0.1902 6.9347  -0.064
C37 -3.4925 -2.8525 -2.8478  -0.057
Br1 2.4527 -2.2616 2.0219  0.742
H34 -0.3127 -3.0001 -2.4705  0.108
C38 0.2105 5.6056 -0.1495  -0.073
H35 -5.6321 1.5343 2.8568  0.115
C39 -1.6609 -5.5438 4.8618  -0.063
C40 -1.7420 2.6187 3.0104  -0.022
H36 4.4268 -2.1338 4.0388  0.094
H37 -4.9995 -5.2430 5.2904  0.108
H38 -0.9100 2.0535 3.4012  0.104
C41 4.1997 1.1459 4.7321  -0.046
H39 3.5612 5.4593 0.2572  0.110
H40 3.5047 0.0643 0.1397  0.071
C42 1.7020 -3.0712 -4.1854  -0.131
C43 0.0488 -0.6717 4.8351  -0.065
C44 -0.6951 3.2523 -3.5878  -0.088
H41 -0.6308 6.2544 0.0455  0.105
H42 -2.1452 0.5163 7.7628  0.109
C45 2.8964 -0.2424 -3.6958  -0.285
H43 -4.4031 -3.1178 -3.3459  0.120
C46 2.8142 2.8653 3.6953  -0.038
H44 -3.1787 -0.6657 5.8649  0.111
C47 2.3418 -2.9072 -2.9584  -0.415
C48 2.5642 5.1616 -0.0304  -0.081
C49 -1.4034 -4.3144 4.2831  -0.064
C50 4.3246 -0.4813 -0.3153  -0.134
C51 0.0049 4.3735 -0.7414  -0.112
H45 3.2258 -6.1266 -2.4185  0.108
H46 -3.1635 -6.8431 5.6607  0.109
H47 1.5721 4.2738 2.6873  0.103
P2 0.8653 1.8503 -1.6778  1.041
H48 3.2882 3.5917 4.3376  0.109
C52 0.6354 -0.0395 5.9148  -0.036
C53 -1.3960 1.0228 -3.0447  -0.148
H49 3.1953 3.2561 -0.7597  0.103
C54 4.6231 -0.1478 4.8354  -0.083
H50 -2.9397 -4.7301 -4.6257  0.097
C55 1.8705 3.2377 2.7858  -0.078
H51 -4.5571 2.7059 -0.4549  0.168
C56 -5.2049 0.5904 2.5520  -0.064
C57 3.2098 1.5171 3.7984  -0.183
C58 -2.4397 -3.4134 4.0707  -0.260
H52 -3.6468 -2.7610 1.4654  0.121
C59 -0.5268 2.0882 -2.8446  -0.383
H53 -0.8242 0.1218 -7.3908  0.104
N4 -3.7919 2.4375 0.1383  0.156
H54 -5.7746 -1.9849 0.4368  0.110
C60 2.2235 2.0459 -6.0390  -0.016
C61 0.0394 0.6512 -7.0166  -0.077
C62 -2.1167 -0.4629 5.8647  -0.078
H55 1.6479 6.9680 0.6617  0.104
C63 -2.0275 -4.1958 -4.3613  -0.009
C64 1.6524 -4.3128 -4.7917  -0.095
C65 2.8544 -4.0275 -2.3091  -0.104
C66 -3.4285 3.0401 1.3174  -0.213
C67 2.3604 3.9276 -0.6172  -0.103
H56 2.0681 2.9178 -3.5307  0.097
H57 -3.0108 0.7597 -0.9067  0.105
C68 6.6492 -1.0621 -0.3889  -0.076
C69 -3.3567 4.4223 3.2167  -0.076
H58 -4.5418 -3.0424 4.2772  0.107
C70 3.0954 -0.7744 3.0939  -0.572
H59 -3.9465 -1.4710 -1.1943  0.074
P3 -1.9605 -1.8015 3.3850  0.787
C71 -2.9562 -5.8782 5.2243  -0.066
N5 1.9947 0.8533 -3.9020  -0.236
H60 0.3459 1.7454 -8.8319  0.103
H61 -1.2443 -4.9152 -4.1219  0.092
H62 3.1851 1.9250 -2.5512  0.085

---

Entry from the OMol25 dataset: a molecular structure, C27H36N3O4Ti at a distorted geometry (ωB97M-V/def2-TZVPD).

The spin multiplicity is 1. The calculation puts the frontier orbital gap (spin up / spin down) at 4.0 / 4.0 eV. For the LUMO energy (spin up / spin down), the calculation gives 2.50 / 2.50 eV. Its net charge is -1. For the total energy, the calculation gives -2365.3285 Ha. Its HOMO energy (spin up / spin down) is -1.5447 / -1.5192 eV.

Each line ends with the Löwdin charge.
Element x y z (Å)
C1 2.2380 -3.0957 -2.3229  -0.057
H1 -3.0181 3.1516 2.3985  0.065
H2 2.6178 -0.7259 -3.1281  0.064
C2 0.4818 -4.3449 -0.3453  -0.053
C3 0.0640 -3.0687 -1.0446  -0.198
C4 -2.1804 -3.2123 0.1173  -0.029
C5 -1.6088 -1.1367 2.8900  -0.461
H3 2.3528 -1.5882 3.2324  0.115
H4 2.5622 -2.7746 -3.3104  0.068
H5 -1.7380 -3.2411 3.2945  0.062
H6 0.1418 -4.3373 0.6904  0.076
H7 -3.1733 -3.1786 -0.3343  0.085
C6 1.4550 3.7458 -1.6542  -0.032
H8 2.1194 -4.1775 -2.3637  0.071
H9 -3.3659 -0.1359 3.4217  0.093
O1 0.8003 1.4923 -0.1170  -0.189
C7 0.6035 -1.1722 -2.4527  -0.191
O2 -0.4654 -1.2643 2.1805  -0.243
O3 3.0505 1.1024 4.4401  0.025
H10 1.9126 -2.0191 0.8462  0.089
C8 2.5218 0.5369 3.4962  -0.645
C9 -0.4796 4.8880 -0.8144  -0.030
C10 -2.3260 1.1447 2.0818  -0.355
C11 -2.4688 -0.0554 2.8192  -0.062
H11 2.6536 4.8316 -3.0613  0.093
H12 -0.4801 0.9143 -3.7022  0.071
H13 3.0589 -2.8882 -1.6262  0.080
C12 -0.1626 5.9885 -1.5913  -0.100
C13 0.9400 -2.4235 -1.9255  -0.211
O4 1.5174 0.9956 2.8206  -0.133
C14 -2.8316 -0.6054 -0.9259  -0.034
C15 -0.6453 -0.6086 -2.1710  -0.181
H14 -3.1398 -0.8950 0.0773  0.070
H15 -2.1149 0.6386 -3.1206  0.082
H16 2.0856 2.8663 -1.6575  0.102
H17 -3.8074 2.3323 1.0665  0.062
H18 -1.9263 -4.2590 0.2676  0.067
H19 -0.9676 1.5261 -2.1250  0.075
Ti1 0.4317 0.1925 1.3289  1.014
H20 -1.1734 -2.2793 4.6561  0.075
H21 -1.3525 4.8863 -0.1752  0.106
H22 4.2163 -1.5629 1.3414  0.104
H23 1.5647 -4.4587 -0.3264  0.063
C16 -3.4058 2.1813 2.0754  -0.079
H24 -4.2207 1.8832 2.7357  0.061
C17 -1.8769 -2.2859 3.8142  -0.067
C18 1.7699 4.8508 -2.4339  -0.099
C19 1.5977 -0.3732 -3.2682  -0.045
H25 -0.7975 6.8663 -1.5604  0.093
N1 -1.1921 1.3628 1.3632  -0.112
N2 -1.0742 2.5535 0.6939  0.096
H26 0.0685 -5.2392 -0.8223  0.087
C20 0.3245 3.7443 -0.8365  -0.151
H27 -2.2479 -2.7282 1.0945  0.063
C21 0.9636 5.9798 -2.4100  -0.115
H28 -2.7335 0.4786 -0.9182  0.071
H29 3.8395 0.1568 1.2486  0.126
C22 3.4428 -0.8152 1.5447  -0.227
H30 1.2089 6.8434 -3.0155  0.089
H31 1.5715 0.6705 -2.9541  0.068
H32 1.3819 -0.4050 -4.3406  0.087
H33 -2.8901 -2.2502 4.2155  0.068
C23 -1.5240 -1.2596 -1.3038  -0.178
H34 -3.6350 -0.8708 -1.6224  0.091
C24 -1.0689 0.6873 -2.8162  -0.023
H35 3.9782 -1.0199 3.6310  0.107
C25 3.0953 -0.8075 3.0319  -0.109
C26 -1.1805 -2.5011 -0.7596  -0.179
H36 2.4072 -0.9209 -0.2554  0.079
N3 2.2353 -1.0615 0.7350  -0.020
C27 -0.0013 2.5551 -0.0382  -0.454

---

Entry from the OMol25 dataset: a molecular structure, C3H3O4Tl at a distorted geometry (ωB97M-V/def2-TZVPD).

The spin multiplicity is 1. For the energy above the lowest of the compared OMol25 structures with the same formula, charge and spin, the calculation gives 58.1 kcal/mol. The calculation puts the frontier orbital gap (spin up / spin down) at 7.3 / 7.1 eV. For the LUMO energy (spin up / spin down), the calculation gives -0.74 / -0.93 eV. Its net charge is 0. For the total energy, the calculation gives -589.4568 Ha. Its HOMO energy (spin up / spin down) is -8.0789 / -7.9822 eV.

Each line ends with the natural charge from an NBO analysis.
Element x y z (Å)
H1 -1.3067 -2.3124 0.8997  0.153
C1 0.4345 0.9079 -1.0759  0.775
Tl1 2.1733 -0.3808 0.9564  0.796
H2 0.7122 2.2524 -2.3732  0.495
C2 -0.5097 -1.5631 1.0454  0.287
O1 0.9796 2.0654 -1.4587  -0.692
O2 0.6792 -1.9104 1.2395  -0.755
O3 -0.4038 0.3270 -1.7500  -0.609
C3 -0.8966 -0.1782 1.0331  0.022
O4 0.0425 0.6933 0.7823  -0.640
H3 -1.9045 0.0989 0.7015  0.168